This record from OMol25 describes C41H29Cl2F3N4O2S2SbTi as an isolated structure. The level of theory is ωB97M-V/def2-TZVPD.

Geometry as XYZ:
```
85
Properties=species:S:1:pos:R:3
Ti -0.052 1.695 0.522
Cl 0.517 1.746 2.967
C 2.229 1.329 3.083
C 2.770 1.064 4.316
C 4.119 0.719 4.352
C 4.866 0.638 3.189
C 4.282 0.910 1.957
Cl 5.213 0.786 0.519
C 2.935 1.274 1.888
S 2.175 1.690 0.370
H 2.178 1.119 5.217
H 4.588 0.508 5.302
H 5.909 0.361 3.225
O 1.395 -2.156 -6.141
C 0.656 -2.181 -5.034
O 0.257 -3.207 -4.560
C 0.413 -0.888 -4.296
C -0.744 -0.839 -3.522
C -0.939 0.182 -2.616
C 0.025 1.180 -2.520
C 1.152 1.188 -3.330
C 1.342 0.141 -4.224
N -0.153 2.186 -1.517
C -0.157 3.430 -1.825
C -0.368 4.412 -0.768
C -0.398 5.772 -1.001
C -0.652 6.624 0.076
C -0.876 6.073 1.321
C -0.828 4.686 1.473
N -0.573 3.870 0.457
H 1.522 -1.263 -6.495
H -1.465 -1.635 -3.623
H -1.827 0.213 -1.995
H 1.902 1.962 -3.227
H 2.250 0.110 -4.813
H -0.040 3.750 -2.861
H -0.227 6.163 -1.993
H -0.676 7.695 -0.069
H -1.085 6.691 2.180
H -1.002 4.228 2.441
S -2.171 1.249 1.751
C -3.416 1.503 0.592
N -4.692 1.256 1.001
C -5.750 1.398 0.184
C -5.534 1.808 -1.106
C -4.210 2.049 -1.472
N -3.177 1.903 -0.648
H -4.840 0.949 1.960
H -6.722 1.175 0.602
H -6.350 1.934 -1.799
H -3.972 2.371 -2.478
F 2.507 -2.590 6.000
C 1.964 -2.313 4.820
C 0.657 -1.853 4.781
C 0.105 -1.537 3.552
C 0.850 -1.693 2.384
C 2.160 -2.169 2.453
C 2.726 -2.484 3.677
Sb 0.103 -1.180 0.481
C 1.458 -2.130 -0.804
C 2.468 -1.454 -1.478
C 3.365 -2.149 -2.273
C 3.232 -3.523 -2.380
F 4.082 -4.186 -3.151
C 2.248 -4.227 -1.701
C 1.365 -3.523 -0.906
C -1.714 -2.203 0.189
C -2.687 -2.248 1.187
C -3.876 -2.926 0.980
C -4.079 -3.556 -0.238
F -5.222 -4.199 -0.441
C -3.124 -3.546 -1.241
C -1.939 -2.866 -1.018
H 0.097 -1.759 5.700
H -0.915 -1.171 3.523
H 2.748 -2.309 1.553
H 3.733 -2.869 3.755
H 2.573 -0.378 -1.392
H 4.164 -1.650 -2.802
H 2.189 -5.300 -1.806
H 0.606 -4.074 -0.366
H -2.524 -1.779 2.149
H -4.631 -3.003 1.750
H -3.305 -4.082 -2.162
H -1.180 -2.893 -1.789
```

The HOMO-LUMO gap comes out at 5.724 eV. The value obtained for the relative energy (zero: lowest compared OMol25 entry of this formula, charge and spin) is 7.5 kcal/mol. The strongest force on any atom is 0.007 hartree/bohr. The total energy is -137541.1964 eV. Its net charge is +3. For the HOMO energy, the calculation gives -15.89 eV.